No. 1
{
  "formula": "C23H28F9O3Sm",
  "method": "wB97M-V/def2-TZVPD",
  "species": ["O", "C", "C", "H", "H", "C", "H", "H", "C", "H", "H", "H", "C", "H", "H", "H", "Sm", "C", "C", "C", "H", "C", "C", "H", "H", "H", "H", "C", "C", "C", "H", "C", "C", "H", "H", "H", "H", "O", "C", "C", "H", "H", "C", "H", "H", "C", "H", "H", "H", "H", "F", "C", "F", "F", "C", "O", "C", "F", "F", "F", "C", "F", "F", "F"],
  "coordinates": [[-0.145, -1.773, -1.286], [-1.595, -1.845, -1.167], [-1.514, -3.264, -0.588], [-2.015, -1.753, -2.168], [-1.962, -1.071, -0.485], [0.057, -3.073, -0.689], [-2.063, -4.027, -1.158], [-1.917, -3.214, 0.442], [1.057, -3.687, -1.658], [0.818, -3.436, -2.702], [1.211, -4.767, -1.517], [2.008, -3.141, -1.505], [0.611, -3.080, 0.722], [-0.158, -2.790, 1.454], [1.453, -2.388, 0.792], [0.973, -4.091, 0.958], [0.267, 1.970, 0.818], [-0.175, 1.241, 3.400], [-1.398, 1.863, 3.028], [-2.009, 1.075, 2.009], [-1.849, 2.724, 3.514], [-1.147, -0.037, 1.753], [-0.026, 0.058, 2.627], [0.769, -0.680, 2.746], [0.491, 1.541, 4.197], [-2.988, 1.247, 1.551], [-1.361, -0.883, 1.105], [2.842, 2.313, 0.657], [2.605, 1.182, 1.493], [2.115, 0.133, 0.668], [2.762, 1.131, 2.571], [1.966, 0.629, -0.665], [2.461, 1.971, -0.679], [2.585, 2.612, -1.556], [3.347, 3.225, 0.962], [2.000, -0.898, 0.981], [1.603, 0.049, -1.518], [-1.269, -2.674, -3.623], [-1.188, -4.128, -3.792], [-2.100, -4.601, -4.951], [-1.509, -4.630, -2.857], [-0.142, -4.450, -3.958], [-2.937, -3.364, -5.294], [-2.728, -5.443, -4.626], [-1.499, -4.943, -5.803], [-2.290, -2.195, -4.533], [-3.957, -3.507, -4.927], [-2.990, -3.125, -6.357], [-3.038, -1.657, -3.938], [-1.817, -1.453, -5.194], [2.288, 5.473, 0.761], [1.458, 5.931, 1.741], [2.124, 6.894, 2.417], [0.389, 6.491, 1.131], [0.990, 4.763, 2.654], [0.626, 3.730, 1.830], [2.182, 4.328, 3.568], [2.276, 5.091, 4.678], [2.027, 3.027, 3.974], [3.375, 4.399, 2.908], [-0.196, 5.163, 3.560], [-0.048, 6.390, 4.096], [-1.346, 5.161, 2.849], [-0.358, 4.267, 4.580]],
  "s_squared": 8.77,
  "homo_energy_ev": [-8.0507, -8.0673],
  "energy_ha": -2675.65381,
  "multiplicity": 6
}

No. 2
{
  "formula": "C5H12N5S",
  "method": "wB97M-V/def2-TZVPD",
  "species": ["H", "N", "C", "C", "C", "N", "N", "C", "S", "C", "N", "N", "H", "H", "H", "H", "H", "H", "H", "H", "H", "H", "H"],
  "coordinates": [[-2.460, -2.777, -0.238], [-2.473, -1.927, -0.663], [-1.512, -1.167, -0.375], [-1.615, 0.166, -1.138], [-1.557, 1.366, -0.199], [-2.644, 2.125, -0.135], [-0.621, 1.259, 0.720], [0.391, 0.304, 0.504], [1.492, 0.781, -0.735], [2.843, -0.470, -0.774], [-0.407, -1.333, 0.416], [0.495, -2.354, 0.720], [-0.773, 0.253, -1.923], [-2.547, 0.229, -1.776], [-3.282, 2.201, -0.942], [-2.515, 2.933, 0.514], [-0.619, 1.780, 1.580], [0.870, 0.086, 1.480], [2.631, -1.039, 0.152], [3.700, 0.063, -0.638], [3.045, -1.101, -1.636], [0.734, -2.991, -0.012], [0.294, -2.809, 1.608]],
  "homo_energy_ev": -12.1838,
  "smiles": "[H]/N=C1/CC(=[NH2+])N[C@H](SC)N1N",
  "total_charge": 1,
  "energy_ha": -869.34846
}

No. 3
{
  "formula": "C10H15NO2",
  "method": "wB97M-V/def2-TZVPD",
  "species": ["C", "C", "C", "C", "C", "O", "C", "C", "H", "H", "H", "H", "H", "H", "H", "H", "C", "C", "C", "N", "O", "H", "H", "H", "H", "H", "H", "H"],
  "coordinates": [[-3.379, -1.617, 3.468], [-2.218, -1.199, 2.602], [-2.318, 0.036, 2.022], [-1.215, 0.628, 1.297], [-0.140, -0.191, 0.988], [1.015, -0.240, 0.162], [-0.129, -1.532, 1.492], [-1.152, -1.985, 2.353], [-4.082, -0.671, 3.446], [-2.892, -1.698, 4.461], [-3.701, -2.643, 3.112], [-3.338, 0.529, 2.164], [-1.493, 1.577, 0.776], [1.115, 0.606, -0.432], [0.765, -2.222, 1.201], [-1.144, -2.983, 2.722], [3.297, -0.022, -2.072], [2.720, 1.395, -2.153], [1.270, 1.388, -2.712], [0.571, 0.685, -3.676], [0.733, 2.503, -2.383], [2.887, -0.789, -1.436], [4.282, -0.132, -1.674], [3.361, -0.466, -3.123], [2.487, 1.762, -1.091], [3.254, 2.072, -2.727], [-0.503, 1.073, -3.857], [0.595, -0.326, -3.750]],
  "homo_energy_ev": -8.4106,
  "smiles": "Cc1ccc(O)cc1.CCC(N)=O",
  "energy_ha": -595.18094
}